[1]
Formula: C44H68INO18Si2
Source: the Open Molecules 2025 dataset
Level of theory: ωB97M-V/def2-TZVPD

Each line ends with the Löwdin charge.
Atoms and positions in Å:
1 C -1.785 8.499 7.961  -0.172
2 C -2.289 7.087 7.570  -0.372
3 C -1.833 6.594 6.172  -0.776
4 I 0.219 7.158 5.728  0.849
5 Si -2.111 4.728 5.945  0.411
6 C -0.665 3.676 6.567  -0.256
7 C -0.621 2.315 5.803  -0.150
8 C 0.675 2.150 5.016  -0.430
9 O 1.149 3.121 4.489  0.103
10 N 1.349 0.896 4.892  0.088
11 C 0.964 0.197 3.708  -0.274
12 C -0.168 -0.624 3.594  -0.023
13 C -0.466 -1.291 2.406  -0.062
14 C 0.370 -1.167 1.276  -0.067
15 C 1.478 -0.325 1.368  -0.082
16 C 1.770 0.348 2.581  -0.035
17 O -2.335 4.456 4.290  -0.470
18 Si -3.914 4.654 3.720  0.529
19 H -1.647 9.146 7.093  0.047
20 H -2.487 8.998 8.634  0.069
21 H -0.824 8.387 8.467  0.053
22 H -3.385 7.127 7.551  0.103
23 H -1.993 6.403 8.372  0.097
24 H -2.447 7.130 5.440  0.041
25 H -3.302 4.351 6.743  0.022
26 H 0.275 4.224 6.482  0.028
27 H -0.837 3.515 7.638  0.075
28 H -0.759 1.529 6.553  0.110
29 H -1.451 2.248 5.093  0.101
30 H 1.291 0.326 5.726  0.127
31 H -0.841 -0.753 4.438  0.109
32 H -1.325 -1.945 2.315  0.090
33 H 0.157 -1.702 0.361  0.087
34 H 2.113 -0.232 0.496  0.104
35 H 2.642 0.990 2.615  0.119
36 H -4.819 5.157 4.775  -0.060
37 H -3.890 5.671 2.646  -0.062
38 H -4.363 3.349 3.197  -0.056
39 O 0.784 1.686 -1.272  0.103
40 C 0.194 2.520 -0.641  -0.482
41 O -0.664 3.410 -1.200  0.000
42 C -1.114 4.346 -0.200  -0.141
43 C -0.909 3.636 1.126  -0.142
44 C 0.317 2.771 0.844  -0.057
45 H -0.516 5.257 -0.284  0.126
46 H -2.157 4.593 -0.386  0.125
47 H -0.785 4.317 1.967  0.111
48 H -1.767 2.995 1.337  0.121
49 H 1.248 3.309 1.035  0.142
50 H 0.316 1.833 1.384  0.090
51 O -3.935 -1.804 1.213  0.114
52 C -3.569 -2.241 0.160  -0.481
53 O -2.265 -2.254 -0.216  0.004
54 C -2.153 -2.739 -1.567  -0.143
55 C -3.411 -3.544 -1.809  -0.142
56 C -4.434 -2.812 -0.946  -0.064
57 H -2.072 -1.879 -2.238  0.130
58 H -1.255 -3.345 -1.660  0.101
59 H -3.684 -3.609 -2.860  0.126
60 H -3.273 -4.559 -1.436  0.095
61 H -4.910 -1.989 -1.483  0.134
62 H -5.187 -3.480 -0.539  0.125
63 O -4.053 0.534 -5.189  0.114
64 C -3.030 1.121 -4.986  -0.494
65 O -2.021 0.610 -4.244  0.020
66 C -0.973 1.592 -4.091  -0.150
67 C -1.158 2.553 -5.254  -0.148
68 C -2.670 2.516 -5.457  -0.074
69 H -1.094 2.079 -3.127  0.099
70 H -0.007 1.093 -4.111  0.124
71 H -0.759 3.546 -5.056  0.117
72 H -0.660 2.162 -6.143  0.118
73 H -3.186 3.242 -4.825  0.131
74 H -2.952 2.656 -6.497  0.124
75 O -1.806 -6.494 -2.088  0.103
76 C -2.253 -7.278 -1.300  -0.494
77 O -3.510 -7.769 -1.382  0.033
78 C -3.788 -8.598 -0.234  -0.149
79 C -2.431 -9.030 0.285  -0.161
80 C -1.559 -7.830 -0.070  -0.071
81 H -4.341 -8.005 0.496  0.133
82 H -4.401 -9.442 -0.538  0.118
83 H -2.441 -9.278 1.344  0.116
84 H -2.087 -9.910 -0.264  0.118
85 H -1.572 -7.068 0.711  0.133
86 H -0.535 -8.114 -0.300  0.125
87 O 4.413 6.480 -4.412  0.107
88 C 4.032 5.701 -3.585  -0.473
89 O 2.798 5.150 -3.606  0.035
90 C 2.602 4.344 -2.428  -0.154
91 C 4.000 3.991 -1.949  -0.144
92 C 4.799 5.220 -2.372  -0.065
93 H 2.046 4.934 -1.693  0.125
94 H 2.018 3.463 -2.686  0.110
95 H 4.048 3.774 -0.883  0.117
96 H 4.364 3.114 -2.486  0.124
97 H 4.779 6.004 -1.612  0.134
98 H 5.826 4.978 -2.636  0.125
99 O 4.413 -2.541 -1.259  0.122
100 C 3.447 -3.077 -1.714  -0.489
101 O 2.866 -4.165 -1.146  0.025
102 C 1.794 -4.643 -1.978  -0.151
103 C 1.392 -3.449 -2.828  -0.158
104 C 2.713 -2.705 -2.987  -0.069
105 H 2.166 -5.475 -2.581  0.128
106 H 0.981 -5.001 -1.350  0.116
107 H 0.926 -3.731 -3.771  0.122
108 H 0.687 -2.824 -2.279  0.091
109 H 3.287 -3.067 -3.842  0.131
110 H 2.577 -1.629 -3.054  0.123
111 O -4.660 -11.432 1.400  0.117
112 C -3.776 -12.227 1.545  -0.494
113 O -2.840 -12.141 2.518  0.023
114 C -1.862 -13.183 2.352  -0.152
115 C -2.560 -14.257 1.532  -0.155
116 C -3.506 -13.430 0.666  -0.073
117 H -0.995 -12.764 1.836  0.126
118 H -1.550 -13.540 3.330  0.125
119 H -1.870 -14.881 0.966  0.117
120 H -3.138 -14.908 2.189  0.119
121 H -3.028 -13.093 -0.255  0.130
122 H -4.428 -13.959 0.441  0.127
123 O 8.427 5.301 -4.593  0.114
124 C 8.328 6.179 -5.400  -0.484
125 O 9.146 6.284 -6.479  0.023
126 C 8.851 7.493 -7.198  -0.162
127 C 7.427 7.854 -6.806  -0.153
128 C 7.347 7.329 -5.376  -0.076
129 H 9.571 8.259 -6.899  0.124
130 H 8.958 7.309 -8.265  0.122
131 H 7.210 8.916 -6.903  0.115
132 H 6.721 7.309 -7.435  0.120
133 H 7.691 8.069 -4.650  0.135
134 H 6.351 6.980 -5.118  0.087

As for the net charge: 0. The calculation puts the HOMO-LUMO gap at 9.30 eV. As for the highest occupied orbital energy: -8.940 eV. For the total energy, the calculation gives -4003.3326 a.u. The energy relative to the best compared isomer or geometry (same formula, charge and spin) is 79.4 kJ/mol. Its strongest force on any atom is 0.032 Eh/bohr.


[2]
Formula: C44H72N9O2PSr
Source: the Open Molecules 2025 dataset
Level of theory: ωB97M-V/def2-TZVPD

Each line ends with the Löwdin charge.
Atoms and positions in Å:
1 Sr 0.013 -0.602 -0.249  1.378
2 C -2.229 -7.556 1.279  -0.039
3 C -1.763 -6.310 0.594  -0.256
4 C -2.184 -5.946 -0.654  0.022
5 C -1.726 -4.763 -1.288  -0.123
6 C -2.258 -4.449 -2.558  0.010
7 N -1.948 -3.403 -3.277  0.074
8 C -2.621 -3.042 -4.521  -0.130
9 C -1.681 -3.017 -5.735  -0.137
10 C -1.862 -1.786 -6.626  -0.145
11 N -1.740 -0.516 -5.893  0.066
12 C -0.844 -0.202 -4.970  -0.007
13 C 0.415 -0.775 -4.753  -0.131
14 C 1.215 -1.390 -5.765  0.011
15 C 2.510 -1.733 -5.533  -0.250
16 C 3.400 -2.329 -6.577  -0.038
17 C 3.035 -1.471 -4.229  0.042
18 C 2.320 -0.946 -3.191  -0.085
19 C 3.044 -0.771 -1.905  -0.088
20 N 2.523 -0.583 -0.767  -0.060
21 C 3.404 -0.435 0.392  -0.213
22 C 3.343 -1.645 1.346  -0.140
23 C 2.057 -1.794 2.181  -0.207
24 N 0.959 -2.317 1.358  -0.074
25 C 0.617 -3.529 1.502  -0.090
26 C -0.375 -4.264 0.686  -0.098
27 C -0.841 -5.444 1.224  0.040
28 C -0.804 -3.879 -0.642  -0.311
29 O -0.395 -2.830 -1.237  -0.185
30 C 0.919 -0.597 -3.420  -0.325
31 O 0.157 -0.181 -2.517  -0.233
32 H -2.942 -8.099 0.662  0.082
33 H -2.714 -7.329 2.228  0.089
34 H -1.395 -8.226 1.490  0.090
35 H -2.886 -6.576 -1.188  0.128
36 H -3.004 -5.116 -2.982  0.149
37 H -1.232 -2.797 -2.852  0.124
38 H -3.079 -2.061 -4.365  0.119
39 H -3.438 -3.751 -4.664  0.130
40 H -1.851 -3.893 -6.362  0.128
41 H -0.653 -3.086 -5.385  0.101
42 H -2.868 -1.776 -7.049  0.135
43 H -1.171 -1.811 -7.468  0.119
44 H -2.522 0.114 -5.978  0.151
45 H -1.144 0.589 -4.290  0.138
46 H 0.812 -1.525 -6.758  0.116
47 H 2.867 -2.461 -7.517  0.082
48 H 3.776 -3.303 -6.264  0.090
49 H 4.264 -1.694 -6.770  0.091
50 H 4.076 -1.721 -4.049  0.132
51 H 4.137 -0.823 -2.000  0.134
52 H 3.093 0.456 0.939  0.076
53 H 4.440 -0.298 0.058  0.119
54 H 4.174 -1.535 2.047  0.120
55 H 3.511 -2.564 0.779  0.121
56 H 1.807 -0.800 2.563  0.074
57 H 2.235 -2.455 3.037  0.123
58 H 1.081 -4.126 2.296  0.136
59 H -0.473 -5.724 2.206  0.132
60 N -2.742 -1.107 -0.468  -0.017
61 C -3.878 -0.593 0.309  -0.262
62 C -3.964 -1.239 1.682  -0.190
63 C -2.694 -1.152 2.528  -0.186
64 C -2.178 0.277 2.738  -0.239
65 N -0.851 0.475 2.123  -0.052
66 H -2.713 -0.630 -1.362  0.024
67 H -2.876 -2.097 -0.657  0.070
68 H -4.829 -0.754 -0.214  0.116
69 H -3.748 0.486 0.398  0.094
70 H -4.247 -2.290 1.569  0.114
71 H -4.785 -0.761 2.223  0.122
72 H -1.901 -1.748 2.065  0.083
73 H -2.895 -1.617 3.494  0.114
74 H -2.142 0.511 3.809  0.116
75 H -2.857 1.003 2.285  0.107
76 H -0.183 -0.034 2.697  0.021
77 H -0.554 1.438 2.232  -0.004
78 C 1.995 3.844 -2.623  -0.023
79 C 1.508 2.889 -1.634  -0.227
80 N 1.127 2.146 -0.849  0.160
81 H 2.548 4.637 -2.120  0.091
82 H 1.150 4.275 -3.157  0.094
83 H 2.652 3.338 -3.327  0.092
84 C 4.623 2.613 2.363  -0.108
85 C 3.407 3.482 2.677  -0.568
86 C 3.076 4.348 1.465  -0.121
87 P 1.922 2.471 3.151  1.070
88 C 0.804 3.725 3.967  -0.535
89 C -0.344 4.126 3.041  -0.143
90 C 1.472 4.985 4.522  -0.105
91 C 2.558 1.467 4.585  -0.570
92 C 3.292 2.227 5.689  -0.103
93 C 1.440 0.623 5.199  -0.125
94 H 5.485 3.246 2.145  0.089
95 H 4.447 1.999 1.484  0.050
96 H 4.906 1.959 3.186  0.067
97 H 3.661 4.139 3.516  0.092
98 H 2.779 3.721 0.627  0.037
99 H 3.948 4.931 1.167  0.087
100 H 2.264 5.051 1.659  0.058
101 H 0.364 3.175 4.807  0.096
102 H 0.030 4.564 2.112  0.059
103 H -0.982 4.872 3.518  0.086
104 H -0.983 3.283 2.778  0.044
105 H 1.832 5.633 3.722  0.073
106 H 2.312 4.769 5.179  0.062
107 H 0.747 5.562 5.098  0.087
108 H 3.263 0.771 4.113  0.085
109 H 2.595 2.828 6.274  0.077
110 H 4.069 2.887 5.305  0.068
111 H 3.769 1.530 6.379  0.087
112 H 0.734 1.236 5.759  0.074
113 H 1.850 -0.105 5.900  0.087
114 H 0.871 0.073 4.449  0.034
115 C -2.577 5.087 0.436  -0.014
116 C -2.677 3.853 -0.387  -0.293
117 C -3.628 3.441 -1.293  0.021
118 C -3.176 2.194 -1.759  -0.365
119 N -2.033 1.848 -1.181  0.068
120 N -1.750 2.873 -0.349  0.027
121 C -3.819 1.310 -2.775  -0.035
122 H -3.324 5.807 0.112  0.088
123 H -1.597 5.554 0.342  0.081
124 H -2.747 4.877 1.492  0.076
125 H -4.517 3.973 -1.576  0.117
126 H -0.866 2.877 0.135  0.100
127 H -3.987 1.847 -3.710  0.084
128 H -4.792 0.945 -2.442  0.086
129 H -3.187 0.448 -2.988  0.041

As for the net charge: +2. The calculation puts the HOMO-LUMO gap at 7.07 eV. As for the highest occupied orbital energy: -12.257 eV. For the total energy, the calculation gives -2734.8768 a.u. The energy relative to the best compared isomer or geometry (same formula, charge and spin) is 48.0 kJ/mol. Its strongest force on any atom is 0.029 Eh/bohr.